Record 1
This record from the OMol25 dataset describes C10H7N3O3PdS2 as an isolated structure. The level of theory is wB97M-V/def2-TZVPD.

Properties
Energy above the lowest of the compared OMol25 structures with the same formula, charge and spin = 0.000 eV
2S+1 = 5
Frontier orbital gap (spin up / spin down) = 7.086 / 5.683 eV
LUMO (spin up / spin down) = -0.71 / -2.37 eV
HOMO energy (spin up / spin down) = -7.8 / -8.1 eV

Element x y z (Å)
Pd1 -1.466 -1.658 -0.355
O1 0.364 -1.596 -1.100
C1 1.232 -0.673 -0.755
C2 2.601 -1.001 -0.770
C3 3.558 -0.081 -0.415
C4 3.202 1.214 -0.026
C5 1.872 1.559 -0.023
C6 0.880 0.645 -0.401
C7 -0.505 1.068 -0.463
N1 -1.596 0.309 -0.482
C8 -2.700 1.129 -0.574
C9 -2.275 2.412 -0.610
N2 -0.901 2.356 -0.529
H1 2.868 -2.010 -1.054
H2 4.601 -0.371 -0.422
H3 3.955 1.925 0.283
H4 1.590 2.552 0.309
H5 -3.699 0.735 -0.610
H6 -2.814 3.338 -0.677
H7 -0.272 3.138 -0.580
S1 -3.575 -1.873 0.459
S2 -2.855 -1.914 3.021
C10 -1.265 -1.506 2.721
N3 -0.168 -1.230 2.464
O2 -1.036 -3.852 -0.072
O3 -1.595 -4.616 0.663

Atomic partial charges in e from the Mulliken method, atoms 1 to 2: number 1, Pd, carries 0.8120; number 2, O, carries -0.9550

Record 2
This record from the OMol25 dataset describes C37H52BBiN5OPS3 as an isolated structure at a distorted geometry. The level of theory is wB97M-V/def2-TZVPD.

Properties
Energy above the lowest of the compared OMol25 structures with the same formula, charge and spin = 1.524 eV
Frontier orbital gap = 7.592 eV
LUMO = -6.23 eV
HOMO energy = -13.8 eV
Charge = +2

Element x y z (Å)
Bi1 -2.091 1.082 1.039
C1 -3.477 4.124 1.308
C2 -4.463 3.180 0.705
N1 -4.392 1.858 0.758
C3 -5.572 1.261 0.294
C4 -6.465 2.170 -0.182
S1 -5.892 3.767 -0.007
C5 -6.021 -0.125 0.519
C6 -7.196 -0.326 1.188
S2 -7.585 -1.981 1.234
C7 -6.139 -2.319 0.332
N2 -5.427 -1.268 0.053
C8 -5.825 -3.721 -0.063
H1 -3.396 5.036 0.719
H2 -2.482 3.692 1.410
H3 -3.820 4.410 2.304
H4 -7.418 1.965 -0.639
H5 -7.818 0.421 1.654
H6 -6.736 -4.246 -0.348
H7 -5.376 -4.271 0.767
H8 -5.140 -3.731 -0.906
O1 0.040 0.275 0.532
P1 1.512 0.731 0.390
C9 1.971 1.467 2.032
C10 0.744 1.933 2.825
C11 0.194 3.257 2.294
C12 1.265 4.346 2.365
C13 2.514 3.924 1.590
C14 3.038 2.568 2.068
C15 1.612 1.805 -1.107
C16 2.974 2.444 -1.446
C17 3.823 1.675 -2.456
C18 3.014 1.409 -3.717
C19 1.868 0.472 -3.359
C20 0.937 1.088 -2.309
C21 2.489 -0.780 0.025
C22 4.008 -0.646 0.259
C23 4.473 -1.084 1.649
C24 3.914 -2.457 2.009
C25 2.390 -2.400 2.014
C26 1.878 -2.057 0.617
H9 2.367 0.582 2.540
H10 1.061 2.075 3.860
H11 -0.021 1.152 2.829
H12 -0.678 3.560 2.884
H13 -0.120 3.137 1.243
H14 1.519 4.518 3.414
H15 0.876 5.284 1.967
H16 3.296 4.671 1.728
H17 2.271 3.894 0.526
H18 3.344 2.671 3.113
H19 3.929 2.273 1.510
H20 0.943 2.622 -0.808
H21 3.557 2.617 -0.540
H22 2.765 3.425 -1.883
H23 4.174 0.725 -2.043
H24 4.702 2.279 -2.687
H25 3.635 0.964 -4.495
H26 2.618 2.352 -4.104
H27 2.293 -0.476 -3.015
H28 1.271 0.250 -4.247
H29 0.264 0.314 -1.930
H30 0.321 1.824 -2.821
H31 2.330 -0.833 -1.057
H32 4.322 0.386 0.075
H33 4.513 -1.272 -0.481
H34 4.155 -0.360 2.405
H35 5.563 -1.103 1.660
H36 4.296 -2.771 2.981
H37 4.239 -3.198 1.271
H38 2.046 -1.650 2.737
H39 1.976 -3.364 2.320
H40 0.792 -1.963 0.626
H41 2.132 -2.882 -0.049
B1 -1.373 4.538 -1.961
C27 -1.669 3.225 -1.293
N3 -1.887 2.283 -0.635
H42 -2.249 4.820 -2.725
H43 -1.387 5.241 -0.973
H44 -0.295 4.507 -2.480
S3 -1.453 -5.216 -1.265
C28 -1.604 -3.523 -0.745
C29 -1.769 -3.224 0.609
C30 -2.090 -1.939 0.976
N4 -2.229 -0.957 0.073
C31 -2.047 -1.217 -1.223
C32 -1.746 -2.489 -1.667
C33 0.326 -5.477 -1.267
C34 1.149 -4.802 -2.154
C35 2.495 -5.150 -2.168
N5 3.012 -6.089 -1.388
C36 2.210 -6.738 -0.555
C37 0.849 -6.464 -0.449
H45 -1.671 -3.994 1.362
H46 -2.261 -1.675 2.015
H47 -2.169 -0.389 -1.910
H48 -1.647 -2.681 -2.726
H49 0.764 -4.053 -2.832
H50 3.183 -4.658 -2.848
H51 2.664 -7.508 0.056
H52 0.218 -7.020 0.230

Atomic partial charges in e from the Mulliken method, atoms 1 to 2: number 1, Bi, carries 2.0106; number 2, C, carries -0.4921

Record 3
This record from the OMol25 dataset describes an isolated ion of composition C3H9BrN and charge +1 at a distorted geometry. The level of theory is wB97M-V/def2-TZVPD.

Properties
Energy above the lowest of the compared OMol25 structures with the same formula, charge and spin = 2.296 eV
2S+1 = 3
Frontier orbital gap (spin up / spin down) = 6.730 / 7.292 eV
LUMO (spin up / spin down) = -2.95 / -8.54 eV
HOMO energy (spin up / spin down) = -9.7 / -15.8 eV
Charge = +1

Element x y z (Å)
C1 0.822 0.756 0.271
C2 -0.068 -1.415 -0.168
C3 -1.554 0.758 -0.496
N1 -0.358 -0.073 0.378
Br1 -3.165 0.042 0.295
H1 1.266 0.460 -0.651
H2 0.819 1.813 0.296
H3 1.585 0.404 1.127
H4 1.015 -1.376 -0.617
H5 -0.057 -2.211 0.578
H6 -0.692 -1.688 -1.036
H7 -1.489 1.796 -0.104
H8 -1.472 0.447 -1.458
H9 -0.697 -0.090 1.293

Atomic partial charges in e from the Mulliken method, atoms 1 to 2: number 1, C, carries -0.8758; number 2, C, carries -0.7650

Record 4
This record from the OMol25 dataset describes C62H41I5N7OSScSe as an isolated structure at a distorted geometry. The level of theory is wB97M-V/def2-TZVPD.

Properties
Frontier orbital gap (spin up / spin down) = 3.895 / 3.818 eV
LUMO (spin up / spin down) = 2.73 / 2.73 eV
HOMO energy (spin up / spin down) = -1.2 / -1.1 eV
Charge = -2

Element x y z (Å)
Sc1 0.761 1.070 0.713
I1 -0.321 -8.802 3.626
C1 -0.236 -6.782 2.810
C2 -1.274 -5.865 3.101
C3 -1.187 -4.542 2.657
C4 -0.025 -4.031 2.014
C5 0.995 -4.948 1.748
C6 0.863 -6.306 2.029
C7 0.167 -2.575 1.633
C8 -0.162 -1.585 2.595
C9 -0.788 -1.869 3.902
C10 -1.033 -0.662 4.509
C11 -0.575 0.392 3.640
C12 -0.515 1.779 3.878
C13 -1.577 2.620 4.418
C14 -2.897 2.129 4.529
C15 -3.929 2.950 4.936
C16 -3.695 4.293 5.184
I2 -5.166 5.590 5.938
C17 -2.430 4.809 4.967
C18 -1.363 3.999 4.647
C19 0.796 2.333 3.578
N1 1.543 2.201 2.395
C20 2.749 2.869 2.567
C21 3.728 3.141 1.569
C22 4.938 3.984 1.925
C23 5.616 3.751 3.143
C24 6.675 4.521 3.496
C25 7.171 5.510 2.631
I3 8.911 6.703 3.211
C26 6.537 5.721 1.420
C27 5.355 5.060 1.143
C28 3.647 2.571 0.293
C29 4.417 2.901 -0.846
C30 4.113 1.983 -1.852
C31 3.120 1.100 -1.311
N2 2.797 1.478 -0.043
C32 2.388 0.040 -2.023
C33 1.983 -1.063 -1.151
C34 2.117 -2.424 -1.467
C35 1.361 -3.165 -0.552
C36 0.865 -2.250 0.424
N3 1.245 -0.935 0.005
C37 2.851 -0.333 -3.409
C38 1.862 -0.888 -4.259
C39 2.057 -0.961 -5.611
C40 3.354 -0.642 -6.123
I4 4.022 -1.204 -8.048
C41 4.388 -0.245 -5.275
C42 4.146 -0.194 -3.889
C43 2.759 3.407 3.932
C44 1.562 3.098 4.531
N4 -0.027 -0.197 2.494
H1 -2.081 -6.193 3.767
H2 -2.084 -3.916 2.769
H3 1.942 -4.583 1.352
H4 1.639 -7.029 1.647
H5 -0.972 -2.878 4.344
H6 -1.492 -0.495 5.493
H7 -3.175 1.098 4.271
H8 -4.976 2.559 5.046
H9 -2.234 5.899 5.190
H10 -0.394 4.468 4.503
H11 5.277 2.975 3.875
H12 7.160 4.443 4.490
H13 6.992 6.465 0.731
H14 4.758 5.436 0.284
H15 5.103 3.715 -0.930
H16 4.450 2.045 -2.889
H17 2.711 -2.832 -2.279
H18 1.130 -4.199 -0.603
H19 0.882 -1.137 -3.813
H20 1.275 -1.208 -6.336
H21 5.391 -0.046 -5.660
H22 5.015 0.012 -3.244
H23 3.547 3.947 4.388
H24 1.213 3.418 5.521
Se1 0.550 1.268 -2.354
I5 0.643 4.500 0.301
C45 -4.101 -3.307 -1.602
C46 -2.827 -3.153 -1.018
N5 -1.813 -2.583 -1.659
C47 -2.016 -2.112 -2.890
C48 -3.247 -2.231 -3.572
C49 -4.302 -2.872 -2.906
C50 -3.477 -1.667 -4.913
C51 -2.617 -1.818 -5.976
C52 -1.438 -2.641 -6.084
C53 -0.971 -2.990 -7.369
C54 -0.127 -4.049 -7.470
N6 0.392 -4.688 -6.399
C55 -0.002 -4.185 -5.251
N7 -0.914 -3.270 -4.993
H25 -4.923 -3.787 -1.074
H26 -2.630 -3.521 0.037
H27 -1.191 -1.554 -3.277
H28 -5.290 -2.967 -3.369
H29 -4.431 -1.171 -5.036
H30 -2.857 -1.310 -6.922
H31 -1.284 -2.403 -8.230
H32 0.122 -4.432 -8.469
H33 0.426 -4.663 -4.391
C56 -2.985 2.725 -1.006
S1 -2.591 2.061 0.641
O1 -1.385 1.206 0.337
C57 -4.061 1.105 0.892
C58 -5.031 1.667 1.754
C59 -6.282 1.088 1.899
C60 -6.623 0.049 1.046
C61 -5.726 -0.485 0.136
C62 -4.406 0.023 0.076
H34 -3.933 3.259 -0.931
H35 -3.044 1.898 -1.754
H36 -2.183 3.425 -1.291
H37 -4.788 2.564 2.307
H38 -7.040 1.442 2.661
H39 -7.653 -0.303 1.027
H40 -5.999 -1.253 -0.573
H41 -3.677 -0.365 -0.625

Atomic partial charges in e from the Mulliken method, atoms 1 to 2: number 1, Sc, carries -0.4266; number 2, I, carries -0.0325